No. 1
This record from the OMol25 dataset describes a molecular structure, C38H36ClCoFN5O2S. The level of theory is ωB97M-V/def2-TZVPD.

Element x y z (Å)
H -1.47488 3.85430 2.43123
N 0.40749 2.28938 -0.41520
C -0.60659 -3.53691 4.99243
C 0.29270 2.60063 2.56227
C -2.89137 -1.41639 2.01323
C 0.04355 -5.29984 3.50050
C -1.19138 2.81280 2.25217
C -0.41307 -3.09719 2.62283
H 4.23675 -2.63411 -0.88875
N 3.61943 -2.86555 -0.13232
C 0.45769 -4.37278 -2.99868
H -0.16913 -5.54115 5.62652
C 3.10529 4.79341 0.16732
H 3.74435 5.63374 2.04179
Co 0.02823 -0.72061 -0.77219
C 1.24192 3.21358 0.22670
H -4.89993 -0.68968 2.24005
C -2.27936 3.46087 -3.45159
C -2.65239 0.34324 -0.02971
H -1.39262 2.57731 1.21022
H -0.67079 4.76784 -0.74541
H 0.07068 0.55136 3.28553
C 2.12026 4.24100 2.25796
N -1.61127 -0.41659 0.29471
H -2.51394 1.02370 -0.86054
H -3.76765 -3.73046 -1.34672
C -1.11569 -6.17401 -2.78390
H -1.81697 2.17119 2.88756
H -2.95677 3.74197 -4.24863
H -2.10337 1.38422 -4.06119
C 2.41431 3.73711 -2.00585
H -2.22997 5.40429 -2.54872
C -0.53292 -2.15772 1.48299
C -2.89258 -3.13030 -1.68903
H 3.15257 4.71736 -3.77489
N 1.49767 -2.70716 0.63477
C 0.13707 -5.68921 -3.18898
C -0.93931 1.83390 -2.34579
H -2.95860 -2.15546 2.79779
H 3.86324 5.33303 -0.38883
C -2.03298 -5.31748 -2.24908
C -3.97103 -0.60750 1.69042
H 1.73398 1.00457 2.85271
C -1.80290 2.15413 -3.35783
C -1.71822 -1.29869 1.29030
C -0.03712 -4.42778 2.42644
H -0.97193 -1.63029 4.08777
C -1.86134 4.38348 -2.49543
C -0.45226 -3.41941 -2.41755
H 0.32491 -6.33215 3.33006
C -0.70021 -2.66614 3.91529
O -0.03266 -2.23513 -2.23744
H 0.56133 0.69657 1.57945
H 0.18195 -4.76987 1.42519
C 2.22832 3.94848 -0.50562
H 3.34826 2.28505 -3.33174
H -0.81834 -3.18070 5.99323
C 3.05250 2.37088 -2.27992
H 3.94120 2.22897 -1.65659
H 2.84939 5.83463 -2.43569
F -0.50569 0.51028 -2.29394
Cl -1.49837 -7.87511 -2.99819
C -0.98333 4.03516 -1.48073
C -0.43827 2.72031 -1.36141
H -3.01340 -5.68714 -1.96149
H -4.67243 0.93282 0.35914
H 1.42747 -3.98889 -3.29771
C 1.22294 3.37165 1.63986
C -1.75608 -3.94719 -2.08773
N 0.35435 -2.00802 0.56999
H 2.35259 1.56902 -2.05241
H 0.84376 -6.36944 -3.65068
H 0.46398 2.99080 3.56915
C 3.22517 4.84002 -2.69104
C 0.68386 1.11991 2.57299
H 4.28626 4.79106 -2.42464
O -2.98458 -1.91904 -1.68944
H 1.43862 3.74141 -2.48016
C 2.44198 -2.19043 -0.13765
C 3.05679 4.96088 1.54231
C -0.23637 -4.85750 4.78879
H 2.06660 4.35826 3.33725
C -3.85237 0.29320 0.65354
S 2.33718 -0.72409 -1.02113
H 3.56388 -3.84065 0.11968

Summary:
Total charge   -1
E_HOMO (alpha / beta)   -3.83 / -3.83 eV
Energy above the lowest of the compared OMol25 structures with the same formula, charge and spin   0.0 kcal/mol
2S+1   2
E   -115240.5412 eV

---

No. 2
This record from the OMol25 dataset describes a molecular structure, C38H36N2O2PSSn. The level of theory is ωB97M-V/def2-TZVPD.

Element x y z (Å)
H -2.14698 3.84801 -2.12824
C -4.11928 1.30721 -1.09984
P -1.42218 1.08171 -0.97024
C 4.04662 -2.17859 1.27216
H 1.99862 -3.41839 1.91276
C 0.98582 3.26861 -3.49744
H 5.16392 -3.66159 -1.50044
C -5.35288 1.90431 -1.25224
C 2.00272 3.25501 -1.33154
C 3.05212 -4.99099 0.89626
H -0.99658 -3.59029 -1.08344
H 0.32532 -4.77319 -1.12644
H 6.10712 -2.32179 0.64826
C -0.09438 2.12641 -1.67684
H 5.01332 -1.55019 -0.51354
O 3.24952 -1.27059 1.27126
C 2.02372 3.64231 -2.66064
C -0.06278 2.50851 -3.01204
H 4.86562 -3.75609 2.19536
H 0.92622 2.20041 0.19216
H -0.72168 -4.65229 0.30356
H 0.17482 -3.56619 4.59736
H 3.82972 -5.73069 1.12106
C -3.04048 3.30451 -1.85834
H -2.53188 -0.91309 -5.40934
C 0.05472 -2.55139 4.23486
H 5.51222 -4.48509 0.01276
C -0.75008 1.34681 2.94236
C -2.31388 4.83391 3.38466
N -0.77288 1.94791 1.81226
H -0.14418 -3.15209 2.22056
Sn 0.64312 -1.00439 0.06446
C -1.31058 3.19701 1.86826
C -0.24918 -2.01519 -3.15944
C -4.27728 3.90981 -1.99654
C -0.12188 -2.30489 2.88836
H 0.99812 3.56611 -4.53694
C -2.04748 5.32201 1.04446
C 4.86692 -3.73229 -0.45254
H -2.91548 6.66731 2.48106
H -4.33488 4.93121 -2.34804
C -0.33368 0.01361 3.27976
C -0.47998 -1.15569 -2.08474
C -2.47338 5.69471 2.31606
H 2.81072 3.54211 -0.67474
H 0.50222 -2.79029 -3.06274
H -0.85138 2.18821 -3.67714
S -1.44208 2.33391 4.29276
H -0.73458 -2.58959 -5.17254
H -2.17998 6.00761 0.21846
C -0.94978 -1.91259 -4.35164
C -2.17328 -0.05919 -3.47444
H -2.94158 0.69781 -3.58664
H -6.39838 3.69841 -1.78724
H -1.07898 3.83341 -0.15484
H 2.72442 -4.62029 3.01426
C 0.11872 -1.49079 5.12726
H -4.04298 0.28311 -0.75864
C -1.94458 -0.96029 -4.49834
C 2.86112 -4.05439 2.09016
H -2.62528 5.10241 4.38316
C 5.11022 -2.35869 0.20786
C -2.94548 2.00321 -1.38314
N 4.02282 -3.19199 2.21556
H 2.84872 4.22751 -3.04674
C -5.43498 3.21771 -1.68874
C -1.74788 3.59501 3.15266
C -1.42038 -0.14619 -2.31054
H 2.11682 -5.52379 0.73096
C -0.09598 -0.22449 4.64456
H 0.33792 -1.64769 6.17696
H 2.71382 -3.40789 -0.49374
C 0.95102 2.50311 -0.84274
C 3.41572 -4.23469 -0.38694
C -1.45538 4.09671 0.81706
C -0.27708 -1.03109 2.32426
H -6.25478 1.35381 -1.02354
O 0.66482 -3.17219 0.08606
C -0.21718 -4.06509 -0.47934
H 3.25612 -4.91309 -1.22884
H -0.06998 0.60741 5.34016

Summary:
Total charge   -1
E_HOMO   -3.28 eV
Energy above the lowest of the compared OMol25 structures with the same formula, charge and spin   52.4 kcal/mol
E   -73021.0124 eV

---

No. 3
This record from the OMol25 dataset describes a molecular structure, C38H36N2O2S5Zr. The level of theory is ωB97M-V/def2-TZVPD.

Element x y z (Å)
C 5.96520 4.03206 -3.07539
C 1.78164 0.99460 3.41555
O -0.12123 1.77381 -1.25912
S 1.12163 0.86010 -1.08672
H 6.05904 4.85010 -2.40052
H 5.67877 4.40008 -4.04589
C 1.78517 -0.26672 2.71193
H -4.05722 0.45769 -2.43724
H 5.91839 -1.61139 -0.36408
H 3.92730 -0.64483 0.71258
H 2.40646 -0.23330 6.49787
N -4.09852 0.90813 -1.53505
C -2.31066 3.28909 1.91772
H 1.25091 3.07353 0.74539
H -3.48721 -4.54245 3.49486
H 6.86663 3.45025 -3.10319
C 1.11998 -3.96537 -0.91834
C 2.50018 1.77774 -1.77598
H -5.02290 2.19172 -3.73273
C 2.56763 -2.20909 0.03589
C 1.41506 -1.59324 0.59151
H -5.77806 -5.79477 0.84950
C -5.12763 1.96899 -1.55594
C 2.42867 -3.39441 -0.75209
H -1.00386 -3.74302 -0.46616
H -6.29482 -5.05561 2.33088
C -3.49631 -2.53778 0.19805
H -1.76079 3.69619 -2.69300
C 2.24334 -0.24788 5.43304
S -2.44287 4.02602 0.31639
C 3.60578 3.83441 -2.19139
H -5.04282 2.54445 -0.65936
H 1.77369 1.87843 5.35345
C 3.84138 -1.56536 0.15039
H 1.86716 -2.40638 2.90467
H -5.22741 -3.71725 -0.28633
H -2.42283 2.46338 -3.49889
C 1.35436 0.90092 0.65414
S -2.26047 1.53009 1.74797
H -4.99146 -6.24694 2.37114
S -2.10696 4.02881 3.31807
C -2.47495 -3.01154 2.34929
H 1.04795 -4.88455 -1.51416
C 4.76945 -3.21986 -1.33502
C 2.49891 3.16238 -1.76781
C -3.40979 -3.99501 2.53500
N -2.56915 3.05805 -2.66354
C -5.38297 -5.40314 1.81769
C 1.88640 0.93786 4.82537
H 3.49950 -4.74304 -2.12695
H 1.39401 3.12237 3.21496
C 4.91045 -2.08792 -0.51393
C -3.85983 3.80307 -2.84697
H 5.62321 -3.59693 -1.91246
C 2.28280 -1.44930 4.74534
H -3.92278 4.51110 -2.03905
C 4.73139 1.81415 -2.71391
C 3.59790 1.08288 -2.25658
C -4.45851 -3.49163 0.43890
Zr -2.07728 1.76158 -0.69856
C 1.96075 -1.47512 3.43781
C 0.15153 -2.12123 0.31648
C 3.56002 -3.85246 -1.47594
H -5.93195 3.42170 -2.92630
H 1.65072 3.70805 -1.40392
H -3.83480 4.34980 -3.76153
C 1.49872 2.19842 2.66289
C -4.40378 -4.26002 1.61206
C -4.99639 2.84684 -2.83831
C -2.52540 -2.33907 1.12612
H -3.45900 -1.96941 -0.71687
S -1.26190 -1.12782 0.93253
O -1.69377 -0.33261 -0.35291
C 1.50251 -0.29529 1.30706
C 0.01737 -3.33109 -0.40664
C 1.39512 2.15365 1.29294
H -1.69273 -2.75063 3.06460
H 3.65016 4.91657 -2.08656
H -6.12093 1.49327 -1.53044
H 2.43836 -2.40210 5.26945
H 3.56585 0.00725 -2.37098
H 5.57112 1.26754 -3.11166
H -4.34025 0.18235 -0.85972
C 4.78765 3.18610 -2.63133

Summary:
Total charge   +2
E_HOMO   -12.78 eV
E   -102512.8212 eV

---

No. 4
This record from the OMol25 dataset describes a molecular structure, C38H36N8O4Sn. The level of theory is ωB97M-V/def2-TZVPD.

Element x y z (Å)
H -3.13172 4.98289 1.32922
H 3.80702 -5.56875 4.71561
H 1.41045 -2.08803 -4.54009
C 0.54726 -3.30492 -3.35975
H 0.69408 -5.24993 -5.30820
C 4.61109 -5.56410 2.13042
C 2.26529 0.18348 -2.35828
C 1.10215 0.83577 -1.83171
H 3.79290 -3.21005 -4.84603
H 0.94486 -6.30553 -3.91470
N -0.45781 0.21565 3.07021
H 2.63876 0.00627 2.42097
C -5.37979 2.59436 0.55182
N 2.14834 -1.24895 0.88215
H 2.26280 -3.31490 -5.72489
C 3.04871 -3.90071 -5.24584
H 6.17099 -4.65272 4.08095
C -4.09976 4.51362 1.22053
N 2.05463 -0.13491 6.79116
H 1.40117 -0.32260 -4.77699
C 2.64873 2.61762 -1.10800
C 3.74511 1.91681 -1.56608
Sn -0.94201 -0.05030 0.16912
C -0.27295 0.32152 4.20899
C 3.37645 -4.74327 4.14035
N -1.81445 3.16834 0.21878
C 1.23992 -1.12758 -4.04858
C 5.64356 -3.82924 3.59328
H 3.97569 -1.66334 3.65956
N -2.37461 -1.94470 -0.29703
C 3.52351 -1.93514 2.71722
N -0.81305 2.33035 -0.19932
H 4.74714 2.30948 -1.44361
C -5.26897 5.16346 1.58320
H 3.52610 -4.52835 -6.00372
H 1.95789 -6.47369 -5.36024
C 1.69476 -2.72497 -0.96845
C -2.90144 2.45823 0.35410
N -1.96277 1.47058 7.08212
H 0.38785 3.94770 -0.53409
H 3.23385 -6.13983 -2.62066
O 2.18040 -1.04829 -2.99286
N 0.50216 -2.20232 -1.24108
H 2.41200 -5.06268 3.73967
C 1.35481 2.09522 -1.18861
H 0.21574 -1.07055 -3.68440
H 4.37034 0.09195 -2.54792
C 1.79549 -3.86232 -3.09730
C 1.45089 -5.75628 -4.71025
C 1.07806 0.13932 6.23005
C -3.13735 -2.84961 -0.38885
C -6.54945 3.24836 0.90653
C 4.32218 -4.33517 2.99993
H 3.05282 -4.44572 0.52692
C 2.36919 -3.54539 -1.87600
H 3.68598 -6.06348 1.83794
H -1.02394 -2.04698 -2.58049
H 3.35119 -3.90294 -1.59986
O -2.99778 1.20198 0.16803
C -1.14695 1.03136 6.38893
O -3.90258 -3.77412 -0.49657
C 3.02381 -3.46820 0.98744
H 2.79105 3.58026 -0.62522
H 4.41840 -4.93528 -3.16137
H 4.00456 -6.29590 -4.20702
H 3.20539 -3.90726 4.81584
C -0.04660 -2.48790 -2.41438
C 3.60250 -5.58307 -3.48395
C 2.31179 -2.45358 0.35254
C 2.76533 -0.99774 2.03004
C -4.14451 3.21883 0.70863
H -5.38267 1.58569 0.16008
C -6.49781 4.53284 1.43000
H 6.28961 -3.41940 2.81345
C 0.27201 2.86009 -0.59918
H -7.41040 5.04399 1.71526
H 5.46617 -3.05858 4.34284
C 2.47069 -4.77122 -4.12102
H 5.15743 -5.28334 1.22680
H 0.03096 -3.49534 -4.29085
H 5.21675 -6.27703 2.69286
H -5.23388 6.16619 1.99384
C -0.11964 0.49206 5.59232
C 3.53603 0.68454 -2.18869
C 3.63309 -3.22780 2.21038
H -7.50604 2.75244 0.78754
O -0.06793 0.31930 -1.95031

Summary:
Total charge   -2
E_HOMO   -2.24 eV
Energy above the lowest of the compared OMol25 structures with the same formula, charge and spin   70.7 kcal/mol
E   -65933.5096 eV

---

No. 5
This record from the OMol25 dataset describes a molecular structure, C38H36N8O4Sn. The level of theory is ωB97M-V/def2-TZVPD.

Element x y z (Å)
C 0.69413 1.09467 0.65048
C 0.69478 4.81202 1.57983
N 4.52855 -8.19974 -4.55938
H 2.07623 6.26110 0.78336
O -0.41621 -0.47258 -3.59343
C -6.57162 -1.33881 3.39277
C -4.51997 -1.93244 2.04865
H 2.77600 4.64713 0.95030
N -1.55145 -1.64548 3.03169
H 6.52183 0.83638 -1.65219
C -7.66619 -2.99227 4.75669
H 6.73203 -1.60917 -1.39938
H -0.80810 5.36001 0.10944
H 1.65000 4.99348 -0.37019
H -6.48856 -0.33199 3.00735
N -0.31751 0.60918 1.36114
H 1.91389 4.61747 3.37076
H -8.45815 -3.26754 5.44348
H 1.28564 6.25091 3.08958
C -0.97244 1.44453 2.15857
H -0.31931 2.02268 -3.89595
H 4.36130 0.15761 -3.72985
H -1.78314 1.00843 2.73299
H -4.96323 -4.29231 3.16661
C 0.37108 3.32236 1.50400
C 5.49246 0.78183 -1.29137
H -0.32865 6.68540 1.18713
C 4.95997 -0.63039 -3.26640
N -4.39063 -0.66691 1.75378
C 2.76890 0.29219 -0.54160
H -1.39718 5.40050 1.77078
H 0.76898 -2.77859 -1.50088
C -1.59233 2.72940 -2.28434
H 0.22105 4.98185 3.70573
H -0.48870 -2.03361 -4.86818
C 3.41688 -0.67209 -1.30583
H -1.97721 -1.05485 -4.83035
Sn -1.78913 -2.18019 0.83814
C 4.87469 -0.54426 -1.73670
C 1.04806 5.18563 3.02498
C 5.67991 -1.69434 -1.11619
C 2.67682 -1.79703 -1.65819
H -4.14877 1.33091 0.49127
C -0.53671 5.61297 1.13499
H 5.32511 -2.66209 -1.46715
N -3.35924 -0.49422 0.83569
H -1.46166 3.77940 -2.51506
C -2.53032 0.96370 -0.91906
H 4.61632 -1.59505 -3.63538
H 1.85873 2.78085 0.04413
H -1.61516 -2.16936 -3.48581
C -1.17961 -1.49582 -4.22054
C -1.91186 -1.46035 4.14597
C -5.62619 -2.28059 2.99491
H -8.31701 -0.95400 4.57275
O -2.24489 -1.25653 5.27903
C -3.38306 0.61223 0.18919
C 5.11616 -4.89534 -3.62499
C -0.66398 2.78890 2.27029
H -6.77598 -4.94478 4.74714
C 3.03105 -5.67083 -2.63944
C -1.12246 0.40981 -2.81034
N 5.89690 -4.05208 -3.77665
C -6.72428 -3.93240 4.36457
C 1.43940 0.10345 -0.17910
O -2.04209 -1.30391 -1.45308
C 4.36175 -7.17210 -4.05224
H 4.94770 1.63719 -1.69805
N 2.10235 -5.45056 -1.98451
C 1.05524 2.44200 0.68110
H 3.11310 -2.60027 -2.23854
C 1.86998 5.19316 0.68009
C 4.16583 -5.91725 -3.44225
H -2.89215 3.05386 -0.61556
C -5.70994 -3.57818 3.48591
C -1.91074 -0.06042 -1.70037
H 5.99833 -0.51449 -3.58686
H 5.60789 -1.66944 -0.02623
O -3.79953 -2.89435 1.60046
N 0.74820 -0.97542 -0.51724
H -1.24745 3.40720 2.94126
H 3.28874 1.17894 -0.20842
C -7.58598 -1.69362 4.26759
C 1.35877 -1.90504 -1.24404
H 5.51537 0.87354 -0.20292
C -2.38225 2.32252 -1.23597
C -0.95906 1.74774 -3.06433

Summary:
Total charge   -2
E_HOMO   -2.65 eV
Energy above the lowest of the compared OMol25 structures with the same formula, charge and spin   6.3 kcal/mol
E   -65936.3022 eV

---

Number 1: maximum force 0.90 eV/A. Number 2: maximum force 1.36 eV/A. Number 3: maximum force 2.06 eV/A. Number 4: maximum force 2.27 eV/A. Number 5: maximum force 0.23 eV/A.